Record 1
Formula: C53H56ClIN4O2PPdSi
Source: the OMol25 dataset
Level of theory: wB97M-V/def2-TZVPD

## Properties
Electronic energy   -107190.3477 eV
Multiplicity   1
Lowest unoccupied orbital energy (spin up / spin down)   -4.59 / -4.45 eV
Charge   +1
Kohn-Sham gap (spin up / spin down)   4.204 / 4.400 eV
F_max   2.964 eV/Å

Each line ends with the Mulliken charge.
Element x y z (Å)
Pd1 -0.03548 0.64254 1.30299  0.942
C1 2.00296 -3.76348 2.33833  -1.254
Si1 0.39793 -2.73535 2.08123  0.166
C2 -1.10145 -3.76243 2.68422  -1.468
C3 0.26174 -2.34944 0.22727  1.630
N1 0.35868 -1.15024 2.82162  0.997
C4 0.30525 -0.96885 4.14179  -0.100
C5 0.51364 -2.00717 5.08499  -0.473
C6 0.37136 -1.80965 6.43245  -1.103
C7 -0.00183 -0.56055 6.92302  -0.922
C8 -0.18073 0.49543 6.04998  -0.745
C9 -0.00356 0.32224 4.68514  0.655
O1 -0.20597 1.29493 3.75884  -0.054
C10 -0.38201 2.60710 4.14700  -0.017
C11 -1.43524 3.29997 3.56027  -0.659
C12 -1.62014 4.63943 3.85047  -0.758
C13 -0.77303 5.27855 4.74142  -0.703
C14 0.27337 4.57987 5.32317  -0.740
C15 0.48251 3.24529 5.02779  -0.075
H1 1.84526 -4.77616 1.97590  0.457
H2 2.31623 -3.83453 3.37621  0.362
H3 2.83876 -3.35434 1.77721  0.304
H4 -1.39930 -4.50283 1.94821  0.453
H5 -1.95876 -3.12784 2.88896  0.392
H6 -0.86805 -4.28934 3.60356  0.432
H7 -0.62556 -2.77859 -0.21747  -1.022
H8 1.11869 -2.70946 -0.33265  0.513
H9 0.19149 -1.25836 0.09879  -0.843
H10 0.78227 -2.98096 4.71558  0.204
H11 0.52844 -2.62840 7.11742  0.448
H12 -0.16131 -0.41408 7.97849  0.430
H13 -0.48417 1.45575 6.43638  0.551
H14 -2.08675 2.77223 2.87365  0.889
H15 -2.42470 5.18282 3.38008  0.498
H16 -0.92257 6.32215 4.97251  0.438
H17 0.93488 5.07934 6.01334  0.436
H18 1.31897 2.71035 5.45483  0.613
I1 -0.35006 3.39890 0.39697  0.299
C16 1.20188 4.32111 -0.77379  0.433
C17 0.87634 5.58280 -1.20313  -0.700
C18 1.74607 6.30814 -2.02532  -0.853
C19 2.92334 5.74393 -2.42042  -0.983
C20 3.29863 4.46490 -1.95927  0.868
C21 4.54807 3.95129 -2.35844  -0.954
C22 4.99118 2.75211 -1.88101  -1.389
C23 4.17988 2.03009 -1.00898  -0.431
C24 2.92821 2.46427 -0.61341  1.041
P1 2.13201 1.16100 0.45323  1.570
C25 3.39868 0.95660 1.73572  0.221
C26 4.20897 2.01287 2.14562  -0.659
C27 5.06558 1.84659 3.21873  -0.778
C28 5.10451 0.63967 3.89838  -0.824
C29 4.27772 -0.40459 3.51276  -0.875
C30 3.41875 -0.24199 2.44383  0.306
C31 2.31713 -0.12042 -0.83838  1.556
C32 1.40928 0.01534 -1.89018  -0.506
C33 1.49883 -0.79845 -3.00070  0.128
C34 2.49664 -1.75844 -3.06335  -1.037
C35 3.37550 -1.92302 -2.00557  -0.945
C36 3.29211 -1.10555 -0.89004  -0.544
C37 2.43940 3.71101 -1.08538  0.166
H19 -0.06873 6.01543 -0.91068  0.474
H20 1.45887 7.29428 -2.35219  0.432
H21 3.60312 6.27288 -3.07371  0.442
H22 5.15214 4.53280 -3.03861  0.444
H23 5.95458 2.35834 -2.16463  0.491
H24 4.54904 1.08284 -0.64236  0.368
H25 4.16997 2.96430 1.63339  0.487
H26 5.70061 2.66213 3.53274  0.468
H27 5.76856 0.51757 4.73910  0.431
H28 4.29203 -1.33885 4.05445  0.504
H29 2.73285 -1.02719 2.15933  -0.286
H30 0.63297 0.77394 -1.83886  0.051
H31 0.81754 -0.66900 -3.82764  0.220
H32 2.59275 -2.37110 -3.94597  0.459
H33 4.14176 -2.68162 -2.05420  0.435
H34 3.98767 -1.22132 -0.07007  0.482
C38 -3.05591 -4.43659 -3.94752  -1.638
C39 -4.05060 -3.84340 -2.93705  1.614
C40 -5.29650 -3.38190 -3.69485  -1.689
C41 -4.48833 -4.97091 -1.98764  -1.757
C42 -3.35528 -2.70425 -2.11109  1.633
O2 -2.43988 -3.31048 -1.20153  -0.912
C43 -2.51837 -1.69332 -2.93678  -0.569
C44 -3.23651 -0.67405 -3.83349  -0.581
C45 -2.20529 0.31824 -4.29522  -0.648
C46 -1.43744 0.08170 -5.42862  -0.152
C47 -0.39866 0.92852 -5.77605  -0.950
C48 -0.12708 2.03216 -4.98401  0.420
Cl1 1.20302 3.07282 -5.36956  -0.220
C49 -0.91172 2.31260 -3.87704  -0.993
C50 -1.93656 1.44991 -3.53518  -0.176
C51 -4.34997 -1.95988 -1.18630  -2.086
N2 -3.67894 -0.91796 -0.45976  1.166
C52 -2.69469 -1.00309 0.44166  -0.834
N3 -2.24642 0.21217 0.72238  -0.247
C53 -3.02990 1.01995 -0.03251  -0.945
N4 -3.89894 0.36311 -0.75376  -1.079
H35 -3.48567 -5.33262 -4.38506  0.526
H36 -2.11730 -4.72994 -3.47837  0.345
H37 -2.84336 -3.74745 -4.76011  0.287
H38 -5.68419 -4.22119 -4.26748  0.511
H39 -5.08446 -2.58059 -4.39350  0.190
H40 -6.07933 -3.06390 -3.01216  0.395
H41 -4.78038 -5.84024 -2.56992  0.486
H42 -5.34476 -4.66973 -1.39112  0.405
H43 -3.68558 -5.26477 -1.31750  0.288
H44 -1.85416 -3.87934 -1.71335  0.486
H45 -1.80697 -2.25656 -3.54309  1.004
H46 -1.91360 -1.13207 -2.21539  -0.484
H47 -4.01344 -0.15095 -3.27552  0.451
H48 -3.67637 -1.17403 -4.69528  0.443
H49 -1.64416 -0.77641 -6.05131  0.406
H50 0.20854 0.72350 -6.64312  0.451
H51 -0.70744 3.19226 -3.28587  0.667
H52 -2.53475 1.65381 -2.66039  0.507
H53 -4.76827 -2.67597 -0.47778  0.502
H54 -5.14665 -1.48182 -1.75326  0.353
H55 -2.34436 -1.91811 0.87385  0.786
H56 -2.97562 2.09124 -0.03133  0.751


Record 2
Formula: C53H57N11O16P
Source: the OMol25 dataset
Level of theory: wB97M-V/def2-TZVPD

## Properties
Electronic energy   -114298.6978 eV
Multiplicity   1
Lowest unoccupied orbital energy   -2.58 eV
Charge   +1
Kohn-Sham gap   8.617 eV
F_max   2.407 eV/Å

Each line ends with the Mulliken charge.
Element x y z (Å)
C1 -1.83845 -0.00710 -5.85907  -1.265
C2 -2.71844 -1.20824 -5.40161  -0.153
C3 -1.88643 -2.46957 -5.11457  -0.877
C4 -0.70852 -2.06995 -4.19896  -0.108
O1 -0.46241 -3.21162 -3.35441  -0.226
N1 0.81123 -3.19937 -2.70376  1.140
C5 0.65592 -4.02750 -1.41784  -0.611
C6 -0.78202 -4.30239 -1.00351  -0.728
N2 -1.34691 -5.47443 -1.70040  -0.551
C7 1.26875 -1.85130 -2.32538  0.213
C8 2.41441 -1.27439 -2.79526  -0.458
C9 2.75143 -0.02226 -2.33839  -1.485
C10 1.90928 0.58728 -1.45257  -0.413
N3 0.78811 0.05292 -0.98050  -0.242
C11 0.51371 -1.14930 -1.42972  -0.303
P1 2.02223 -4.20255 -3.72183  0.046
N4 2.19423 -3.40691 -5.20955  -0.501
O2 1.13908 -5.50643 -4.06881  -0.404
H1 -0.85521 -0.31891 -6.21106  0.280
H2 -1.64773 0.60352 -4.97136  0.283
H3 -2.36727 0.62083 -6.56890  0.426
H4 -3.24556 -0.91410 -4.49250  0.457
H5 -3.41373 -1.39672 -6.21508  0.062
H6 -2.47648 -3.26114 -4.65634  0.423
H7 -1.48305 -2.79829 -6.07514  0.301
H8 0.13260 -1.79845 -4.83072  0.332
H9 -1.07002 -1.23084 -3.60397  0.207
H10 1.10992 -5.00481 -1.60613  0.530
H11 1.24665 -3.59469 -0.61956  0.305
H12 -0.72518 -4.56110 0.06361  0.463
H13 -1.44427 -3.44346 -1.05341  0.447
H14 -2.29976 -5.55636 -1.35359  0.261
H15 -0.89119 -6.30045 -1.32088  0.256
H16 3.08116 -1.77080 -3.48234  0.411
H17 3.66430 0.44777 -2.66930  0.616
H18 2.16687 1.58482 -1.10810  0.473
H19 -0.39881 -1.61676 -1.06640  0.496
H20 2.03538 -3.99849 -6.02200  0.257
H21 3.16370 -3.11015 -5.28307  0.280
H22 0.72802 -5.37320 -4.93909  0.296
C12 -8.38575 -1.20446 -3.59593  -0.355
C13 -8.73033 -2.37287 -4.26394  -0.584
C14 -8.03953 -2.75271 -5.40433  -0.349
C15 -7.00517 -1.95456 -5.85936  -0.174
C16 -6.65363 -0.78399 -5.20935  -0.113
C17 -7.35076 -0.40963 -4.07160  -0.722
N5 -6.25386 -2.36360 -7.05601  1.056
O3 -6.59261 -3.38125 -7.61935  -0.604
O4 -5.32785 -1.65385 -7.40908  -0.646
H23 -8.92420 -0.91173 -2.70289  0.748
H24 -9.53769 -2.98975 -3.89412  0.418
H25 -8.30948 -3.66102 -5.92303  0.466
H26 -5.84811 -0.16541 -5.57746  0.501
H27 -7.08656 0.50190 -3.55280  0.416
C18 -0.86849 3.25486 0.14578  -0.454
C19 -1.47026 4.41549 0.61743  -0.643
C20 -2.69515 4.34536 1.26683  -0.451
C21 -3.29186 3.10771 1.43903  -0.076
C22 -2.70205 1.94776 0.97528  -0.376
C23 -1.48567 2.02671 0.32226  0.056
N6 -4.58399 3.00798 2.12875  0.992
O5 -5.11484 4.02895 2.50314  -0.610
O6 -5.04745 1.88898 2.27399  -0.612
H28 0.08673 3.30305 -0.35950  0.361
H29 -0.98716 5.37300 0.47926  0.430
H30 -3.16878 5.24622 1.62907  0.471
H31 -3.18201 0.98978 1.11140  0.479
H32 -1.01037 1.13200 -0.05146  0.444
C24 4.67340 1.72587 4.61323  -0.706
C25 3.32920 1.95234 4.33844  -0.006
C26 2.95512 2.43828 3.09602  -0.739
C27 3.93332 2.68517 2.14621  0.113
C28 5.27640 2.47305 2.41025  -0.446
C29 5.64453 1.99108 3.65386  -0.575
N7 3.53814 3.17045 0.82350  0.959
O7 2.35557 3.36651 0.61411  -0.517
O8 4.41029 3.33391 -0.00995  -0.593
H33 4.96641 1.33993 5.58163  0.465
H34 2.56967 1.74771 5.09224  0.426
H35 1.91097 2.61477 2.87871  0.592
H36 6.03077 2.67556 1.66364  0.560
H37 6.68857 1.81618 3.87685  0.451
C30 7.34236 4.90272 -2.85818  -0.684
C31 8.42347 4.60923 -3.68062  -0.395
C32 8.85386 3.29856 -3.82305  -0.494
C33 8.18859 2.29716 -3.13896  -0.134
C34 7.11746 2.57538 -2.31129  -0.228
C35 6.69332 3.88504 -2.17052  -0.279
N8 8.61867 0.90071 -3.30256  1.029
O9 9.57085 0.68130 -4.01852  -0.593
O10 7.98611 0.04197 -2.71209  -0.623
H38 7.00513 5.92574 -2.75361  0.418
H39 8.92978 5.40184 -4.21424  0.388
H40 9.69375 3.07114 -4.46312  0.465
H41 6.60871 1.78534 -1.77800  0.580
H42 5.85417 4.10814 -1.53037  0.586
C36 -8.55979 1.00628 3.67448  -0.603
C37 -7.75470 0.73010 2.57722  -0.245
C38 -8.33258 0.43418 1.35382  -0.340
C39 -9.71008 0.42184 1.24166  0.177
C40 -10.52675 0.68853 2.32571  -0.517
C41 -9.94387 0.98180 3.54922  -0.352
N9 -10.31727 0.12742 -0.06509  1.073
O11 -9.56835 -0.12460 -0.99322  -0.730
O12 -11.52615 0.15172 -0.14661  -0.601
H43 -8.10793 1.24339 4.62904  0.388
H44 -6.68123 0.74674 2.66919  0.423
H45 -7.70607 0.21876 0.50072  0.474
H46 -11.60242 0.67206 2.22859  0.461
H47 -10.56978 1.19488 4.40505  0.380
C42 -1.26344 1.69191 10.48370  -0.428
C43 -0.65073 2.90142 10.18319  -0.467
C44 0.11568 3.02462 9.03658  -0.320
C45 0.25391 1.92940 8.20210  0.130
C46 -0.34434 0.71532 8.49036  -0.252
C47 -1.10694 0.59961 9.64036  -0.493
N10 1.04634 2.06380 6.97511  1.090
O13 1.57461 3.13260 6.75652  -0.585
O14 1.12410 1.08867 6.23932  -0.684
H48 -1.86577 1.60045 11.37803  0.382
H49 -0.77291 3.74977 10.84223  0.374
H50 0.59229 3.96547 8.80334  0.442
H51 -0.22479 -0.13345 7.83330  0.426
H52 -1.58262 -0.34173 9.87843  0.371
C48 7.39008 -2.47108 1.00560  -0.502
C49 8.41758 -3.10062 1.69603  -0.441
C50 8.39226 -3.15626 3.08088  -0.357
C51 7.33128 -2.58099 3.75597  -0.005
C52 6.30442 -1.94591 3.08440  -0.374
C53 6.33617 -1.89101 1.70011  -0.464
N11 7.28621 -2.65440 5.22481  1.038
O15 8.20942 -3.20034 5.78966  -0.599
O16 6.32374 -2.16374 5.78250  -0.611
H53 7.41156 -2.43250 -0.07622  0.412
H54 9.23851 -3.55018 1.15457  0.388
H55 9.19205 -3.64521 3.61766  0.465
H56 5.48172 -1.49478 3.62071  0.533
H57 5.53747 -1.39689 1.16245  0.515


Record 3
Formula: C53H60Cl3FGeMgN2OSi2
Source: the OMol25 dataset
Level of theory: wB97M-V/def2-TZVPD

## Properties
Electronic energy   -178970.1563 eV
Expectation value of S²   0.75
Multiplicity   2
Lowest unoccupied orbital energy (spin up / spin down)   2.19 / 1.13 eV
Charge   -1
Kohn-Sham gap (spin up / spin down)   6.582 / 5.523 eV
F_max   0.754 eV/Å

Each line ends with the Mulliken charge.
Element x y z (Å)
Mg1 -0.61831 -0.61195 0.64740  2.415
C1 -1.34017 0.80824 -5.13762  -1.716
C2 -0.51424 0.91631 -3.84678  -0.020
C3 -1.37154 1.55855 -2.76322  -1.436
C4 0.21468 -0.40916 -3.59519  0.470
C5 1.31525 -0.56736 -4.43918  -0.508
C6 2.03782 -1.73881 -4.50528  -1.054
C7 1.58533 -2.81932 -3.77499  -0.441
C8 0.49669 -2.71887 -2.91450  0.205
C9 0.05959 -4.03218 -2.27737  -0.054
C10 -1.43873 -4.32056 -2.32241  -1.624
C11 0.61983 -4.19958 -0.87336  -0.978
C12 -0.13049 -1.46324 -2.70900  -0.802
N1 -1.03708 -1.25828 -1.62432  1.007
C13 -2.34104 -1.22295 -1.94190  -0.354
C14 -2.95827 -1.61479 -3.15936  -0.598
C15 -4.32046 -1.49625 -3.36658  -1.149
C16 -5.17686 -0.98155 -2.39656  -0.994
C17 -4.61848 -0.56829 -1.18855  -0.884
C18 -3.26951 -0.70426 -1.01904  0.252
F1 -2.69949 -0.21105 0.15404  0.664
H1 -1.77808 1.77946 -5.38587  0.455
H2 -2.15772 0.09654 -5.01029  0.241
H3 -0.72718 0.48022 -5.97819  0.439
H4 0.28447 1.63054 -4.05999  0.607
H5 -2.38674 1.16323 -2.76649  0.625
H6 -1.44145 2.63157 -2.96094  0.812
H7 -0.95223 1.41965 -1.76862  -0.643
H8 1.61479 0.27658 -5.05370  0.472
H9 2.92162 -1.81305 -5.12698  0.386
H10 2.08776 -3.77704 -3.86269  0.308
H11 0.52502 -4.80517 -2.89878  0.804
H12 -1.99961 -3.70586 -1.62222  0.050
H13 -1.60825 -5.36940 -2.06280  0.578
H14 -1.84642 -4.15294 -3.32010  0.368
H15 0.36606 -3.33269 -0.27330  0.118
H16 1.70588 -4.27885 -0.89968  0.056
H17 0.21789 -5.09482 -0.39013  0.593
H18 -2.32265 -2.00173 -3.94539  0.910
H19 -4.72794 -1.81338 -4.32018  0.432
H20 -6.24064 -0.89805 -2.56859  0.383
H21 -5.21409 -0.13269 -0.39630  0.440
C19 -1.13719 5.05987 3.90183  -1.271
Si1 -0.47761 3.69865 2.77233  0.387
C20 0.76328 2.72418 3.76078  -0.577
C21 0.23116 4.51646 1.24985  -0.696
C22 -1.87754 2.53049 2.29269  0.762
C23 -1.95831 1.32884 3.14053  -1.196
C24 -2.34722 1.53332 4.47384  -0.210
C25 -2.48198 0.46694 5.33196  -0.808
C26 -2.22177 -0.80296 4.84475  -1.244
C27 -1.83142 -0.92765 3.52936  -0.687
N2 -1.69321 0.09428 2.66671  1.002
Si2 -3.45970 3.01748 1.40138  0.223
C28 -3.97492 4.72508 1.99602  -1.249
C29 -3.29102 3.11996 -0.44895  -0.216
C30 -4.79504 1.79144 1.87527  -0.814
H22 -0.27330 5.57763 4.32998  0.377
H23 -1.73092 4.67521 4.73323  0.271
H24 -1.73740 5.79621 3.36688  0.327
H25 1.72484 3.24008 3.81239  0.380
H26 0.95429 1.74604 3.31969  -0.186
H27 0.40091 2.57190 4.78095  0.460
H28 1.00569 3.89444 0.80163  -0.148
H29 0.67580 5.48093 1.50822  0.539
H30 -0.53665 4.68945 0.49192  0.231
H31 -2.54107 2.54343 4.80935  0.415
H32 -2.78064 0.62268 6.36129  0.445
H33 -2.30762 -1.68551 5.46253  0.508
H34 -1.61877 -1.90677 3.14106  0.317
H35 -3.24346 5.48351 1.70894  0.273
H36 -4.10812 4.77330 3.07838  0.325
H37 -4.92581 4.98914 1.52426  0.337
H38 -2.54702 3.86129 -0.74782  0.312
H39 -4.25417 3.42073 -0.87270  0.461
H40 -3.01657 2.16900 -0.89437  -0.367
H41 -5.04156 1.85560 2.93759  0.334
H42 -4.47677 0.76836 1.66702  -0.008
H43 -5.70608 1.98797 1.30355  0.420
Cl1 -0.81372 -7.47915 3.60788  -0.264
C31 -0.49856 -5.85575 3.04804  0.208
C32 -1.46496 -5.17956 2.32777  -0.798
C33 -1.19040 -3.89588 1.89993  1.543
Cl2 -2.36241 -3.04758 0.93249  -0.206
C34 0.02707 -3.21508 2.14796  -1.853
O1 0.26486 -2.00922 1.75467  0.380
C35 0.96420 -3.97348 2.88812  0.053
Cl3 2.49743 -3.24398 3.24714  -0.194
C36 0.71934 -5.25998 3.32778  -0.669
H44 -2.41105 -5.64396 2.08863  0.478
H45 1.47705 -5.79068 3.88658  0.489
C37 1.45470 2.26665 -1.34320  -2.095
Ge1 1.60151 0.67431 -0.13835  1.204
C38 2.80932 1.34933 1.32324  0.903
C39 3.41650 2.60259 1.36445  -0.151
C40 4.26518 2.97175 2.40510  -0.759
C41 4.52751 2.08481 3.43773  -0.645
C42 3.93835 0.82527 3.41560  -0.522
C43 3.09564 0.46993 2.37351  -0.165
C44 2.97412 -0.60390 -0.87464  0.058
C45 2.93996 -1.84718 -0.29525  0.143
C46 3.88362 -2.85722 -0.59073  -1.086
C47 4.85068 -2.64002 -1.52177  -1.379
C48 4.94879 -1.37564 -2.15297  1.230
C49 5.96341 -1.13078 -3.11151  -0.916
C50 6.11444 0.09928 -3.68279  -0.632
C51 5.25978 1.15120 -3.29375  -1.164
C52 4.26401 0.93388 -2.38271  -0.663
C53 4.04132 -0.34050 -1.80060  1.043
H46 1.55321 1.94654 -2.37800  0.556
H47 2.21436 3.02846 -1.15457  0.955
H48 0.47870 2.73692 -1.22968  0.036
H49 3.24080 3.32071 0.57051  0.114
H50 4.72505 3.95413 2.40370  0.381
H51 5.18730 2.36781 4.24946  0.319
H52 4.13418 0.11968 4.21546  0.404
H53 2.63561 -0.51405 2.38082  0.040
H54 2.16413 -2.07224 0.42698  -0.302
H55 3.81567 -3.81208 -0.08114  0.583
H56 5.56359 -3.41448 -1.78406  0.335
H57 6.62760 -1.94665 -3.37686  0.382
H58 6.89470 0.27347 -4.41397  0.384
H59 5.39576 2.13984 -3.71599  0.426
H60 3.63353 1.75467 -2.08838  0.551